Entry 1:
DFT (wB97M-V/def2-TZVPD) results for a gas-phase ion, C10H20N3S (charge +1) at a distorted geometry.

Properties
E_tot	-25992.6757	eV
SMILES	CCC[NH2+][C@]1(N)N=C2CCCC[C@H]2S1
gap between HOMO and LUMO	9.81	eV
max |F|	3.3	eV/Å
net charge	+1

Element x y z (Å)
1 C -0.7193 3.6905 3.7863
2 C -0.6687 2.1986 3.3736
3 C 0.0030 1.8644 1.9894
4 N 0.0370 0.4072 1.9073
5 C 0.7522 -0.2093 0.6524
6 N 2.0519 0.3046 0.5997
7 N -0.0882 0.2593 -0.5219
8 C -0.3870 -0.6505 -1.3316
9 C -1.0738 -0.3634 -2.6254
10 C -0.1110 -1.0811 -3.6668
11 C -0.0485 -2.5649 -3.3805
12 C 0.6885 -2.8644 -2.0779
13 C -0.0258 -2.1432 -1.0232
14 S 0.5903 -2.1206 0.6988
15 H 0.2185 4.1319 3.3179
16 H -1.4862 4.3940 3.2771
17 H -0.8288 3.6730 4.8625
18 H -1.6358 1.7252 3.3825
19 H -0.0505 1.6528 4.0566
20 H -0.5763 2.2004 1.1640
21 H 1.0103 2.1718 1.9760
22 H -0.9425 0.0497 1.7322
23 H 0.3228 -0.0022 2.7992
24 H 2.2446 0.5841 -0.4371
25 H 2.8074 -0.1031 1.2297
26 H -2.0492 -1.0016 -2.6651
27 H -1.1847 0.7151 -2.8063
28 H -0.4648 -1.0300 -4.6150
29 H 0.9060 -0.6874 -3.4968
30 H -1.0884 -2.8863 -3.1955
31 H 0.4070 -3.1430 -4.1159
32 H 0.6238 -3.9508 -2.0197
33 H 1.7438 -2.6560 -2.0399
34 H -0.9776 -2.5649 -0.7867



Entry 2:
DFT (wB97M-V/def2-TZVPD) results for a molecular structure, C19H54B3Cl4O2PRb2V at a distorted geometry.

Properties
E_tot	-113073.4312	eV
⟨S²⟩	3.7554
2S+1	4
gap between HOMO and LUMO (alpha / beta)	6.23 / 6.23	eV
max |F|	3.2	eV/Å

Element x y z (Å)
1 Rb 5.9297 2.4220 2.1685
2 Rb 2.4433 4.8964 1.8043
3 V 2.3705 1.5074 -1.0949
4 C -1.1824 -5.6165 -0.0023
5 C -0.6937 -4.9397 -1.2526
6 C -0.6730 -3.4050 -1.1386
7 C -1.9859 -2.7826 -0.6244
8 P -1.8456 -0.9770 -0.5757
9 C -3.4298 -0.3741 0.0462
10 C -3.8767 -0.6984 1.4828
11 C -5.2924 -0.1770 1.7492
12 C -6.3890 -0.8763 1.0045
13 C -0.6106 -0.4450 0.6201
14 C -0.4311 -1.3071 1.9100
15 C 0.4315 -0.5949 2.9586
16 C 0.0357 0.7716 3.4703
17 C -1.4984 -0.1918 -2.1471
18 C -2.4915 -0.5607 -3.2562
19 C -2.1175 0.0999 -4.5782
20 C -2.9606 -0.3658 -5.7446
21 H -2.2654 -5.6040 0.0722
22 H -0.7934 -5.1168 0.8978
23 H -0.7440 -6.6098 0.0965
24 H -1.2878 -5.2098 -2.1388
25 H 0.3094 -5.2323 -1.5771
26 H -0.3232 -2.9305 -2.0598
27 H 0.0906 -3.1061 -0.4014
28 H -2.2981 -3.0704 0.3739
29 H -2.7396 -2.9691 -1.4022
30 H -4.2347 -0.4835 -0.6893
31 H -3.2969 0.7267 -0.0296
32 H -3.1349 -0.2695 2.1509
33 H -3.8891 -1.7947 1.5548
34 H -5.3070 0.9080 1.6313
35 H -5.4580 -0.3995 2.8115
36 H -6.1280 -0.9751 -0.0548
37 H -7.3182 -0.3158 1.0558
38 H -6.5689 -1.8894 1.3617
39 H -0.8198 0.6127 0.8032
40 H 0.3138 -0.4453 0.0121
41 H 0.1218 -2.2139 1.6232
42 H -1.3756 -1.7284 2.2725
43 H 1.4521 -0.4658 2.5971
44 H 0.4968 -1.2542 3.8347
45 H 0.2605 1.5307 2.7093
46 H 0.8004 1.1003 4.1797
47 H -0.9853 0.9278 3.7993
48 H -0.4770 -0.4817 -2.4232
49 H -1.5178 0.8760 -1.9186
50 H -3.4990 -0.2510 -2.9487
51 H -2.4480 -1.6458 -3.4046
52 H -1.0943 -0.2622 -4.7491
53 H -2.1032 1.1878 -4.5496
54 H -2.8860 -1.4367 -5.9185
55 H -2.5322 0.0906 -6.6437
56 H -3.9772 0.0173 -5.6769
57 B 6.7003 2.8298 -0.6497
58 H 7.3093 3.5026 -1.4844
59 H 5.9777 3.5513 -0.0628
60 H 5.9434 2.0449 -1.2669
61 H 7.3369 2.1844 0.1131
62 B 3.1877 1.6247 0.9412
63 H 2.3193 0.8585 0.7858
64 H 2.8559 2.6820 0.6607
65 H 3.5139 1.6242 2.0509
66 H 4.0068 1.2495 0.2757
67 B 4.1099 5.5077 -0.7771
68 H 4.9745 5.1639 -0.0581
69 H 4.6561 5.9157 -1.8048
70 H 3.3939 4.5969 -1.0318
71 H 3.5022 6.3823 -0.2602
72 C 2.6835 -1.6532 -2.0792
73 O 2.0663 -0.4462 -1.7819
74 H 3.6075 -1.5660 -2.6876
75 H 2.9902 -2.1441 -1.1343
76 H 2.0296 -2.3074 -2.6854
77 C -0.0834 3.8063 -0.6128
78 O 0.5342 2.5414 -0.6342
79 H -0.1668 4.3077 0.3804
80 H 0.6733 4.4758 -1.0968
81 H -0.9752 3.8653 -1.2595
82 C 3.3598 0.2361 6.4169
83 Cl 2.4345 1.6249 7.0062
84 Cl 2.4903 -1.2505 6.7980
85 Cl 3.5613 0.3515 4.6706
86 Cl 4.9319 0.2378 7.2166



Entry 3:
DFT (wB97M-V/def2-TZVPD) results for a molecular structure, C18H14MoN6O8P2 at a distorted geometry.

Properties
E_tot	-64635.8361	eV
gap between HOMO and LUMO	4.09	eV
max |F|	2.9	eV/Å
net charge	+2

Element x y z (Å)
1 Mo 0.0723 0.1791 -2.1879
2 C -3.9764 1.8799 -2.0967
3 C -2.6999 1.5525 -2.5411
4 N -1.7499 1.2297 -1.6763
5 C -2.0602 1.2184 -0.3721
6 C -3.3394 1.5425 0.0396
7 N -4.2967 1.8734 -0.8148
8 C -0.9632 0.8617 0.5144
9 C -0.9507 0.9718 1.8828
10 C 0.2192 0.6940 2.5963
11 C 1.3676 0.3333 1.8820
12 C 1.3213 0.2152 0.5155
13 N 0.1497 0.4335 -0.1418
14 C 2.4445 -0.0832 -0.3608
15 C 3.7167 -0.4160 0.0762
16 N 4.7097 -0.6769 -0.7580
17 C 4.4362 -0.6054 -2.0503
18 C 3.1694 -0.2777 -2.5164
19 N 2.1831 -0.0170 -1.6711
20 C 0.2527 0.8066 4.0560
21 C 0.9237 -0.1373 4.8275
22 C 0.9253 0.0119 6.2055
23 N 0.3176 1.0122 6.8336
24 C -0.3220 1.9110 6.0934
25 C -0.3851 1.8563 4.7101
26 H -4.7549 2.1480 -2.8001
27 H -2.4421 1.5512 -3.5945
28 H -3.6245 1.5336 1.0847
29 H -1.8398 1.2814 2.4131
30 H 2.2962 0.1790 2.4122
31 H 3.9611 -0.4834 1.1293
32 H 5.2442 -0.8164 -2.7401
33 H 2.9486 -0.2189 -3.5763
34 H 1.4244 -0.9885 4.3833
35 H 1.4349 -0.7037 6.8390
36 H -0.8045 2.7136 6.6375
37 H -0.9093 2.6346 4.1697
38 O -2.7011 -1.3980 -4.4908
39 P -2.1859 -2.1481 -3.1625
40 O -3.2395 -3.0097 -2.6756
41 O -1.6834 -0.9589 -2.2626
42 O -0.9111 -2.9327 -3.7409
43 P 0.4805 -3.1340 -2.9677
44 O 1.4991 -3.1505 -4.2230
45 O 0.5963 -4.3418 -2.2018
46 O 0.8148 -1.7436 -2.2581
47 H -3.4993 -1.8996 -4.7269
48 H 1.8386 -2.2505 -4.3309
49 O 0.5916 1.7672 -2.3625



Entry 4:
DFT (wB97M-V/def2-TZVPD) results for 2 unconnected molecules or ions with the total composition C4H11NS at a distorted geometry.

Properties
E_tot	-16646.0323	eV
gap between HOMO and LUMO	5.42	eV
max |F|	4.2	eV/Å

Element x y z (Å)
1 C -2.1269 0.7773 -0.6654
2 C -0.6948 -0.2762 -1.2048
3 C -0.6679 0.6225 -0.1055
4 S 1.9160 -1.1199 0.4873
5 C 2.5610 0.5520 0.4753
6 N -3.1185 0.3340 0.3080
7 H -2.1896 1.8756 -0.7201
8 H -2.6609 0.5030 -1.6003
9 H -0.9489 -1.3203 -1.0809
10 H -0.0372 -0.1656 -2.0659
11 H -0.0931 1.5202 -0.2863
12 H -0.4816 0.2371 0.8892
13 H 2.6968 1.0456 1.4431
14 H 1.9943 1.2392 -0.1805
15 H 3.5604 0.6622 0.0082
16 H -3.1779 0.9059 1.1376
17 H -2.9799 -0.6102 0.6535



Entry 5:
DFT (wB97M-V/def2-TZVPD) results for a molecular structure, C24H22BBr2F8LuN3PSSb at a distorted geometry.

Properties
E_tot	-252511.4989	eV
⟨S²⟩	0.7567
2S+1	2
gap between HOMO and LUMO (alpha / beta)	8.18 / 8.62	eV
max |F|	2.3	eV/Å

Element x y z (Å)
1 Lu 0.6565 0.0904 0.5066
2 Br 0.6972 2.7732 0.6607
3 C 3.5235 2.1860 0.9818
4 Br 3.4592 0.3249 0.2108
5 H 3.4717 2.2731 2.0559
6 H 3.8002 2.9872 0.3157
7 C -5.4088 0.9054 1.9478
8 C -4.5992 2.0105 1.7142
9 C -3.5604 1.9298 0.8003
10 C -3.3149 0.7446 0.1010
11 C -4.1147 -0.3629 0.3613
12 C -5.1611 -0.2797 1.2731
13 P -1.8398 0.7704 -0.9841
14 C -2.2402 2.2271 -2.0359
15 C -3.5383 2.4328 -2.5034
16 C -3.8193 3.4896 -3.3534
17 C -2.8106 4.3654 -3.7383
18 C -1.5254 4.1875 -3.2525
19 C -1.2439 3.1263 -2.4002
20 C -2.0411 -0.5956 -2.2124
21 C -3.3004 -0.9668 -2.6870
22 C -3.4390 -1.9369 -3.6671
23 C -2.3105 -2.5341 -4.2067
24 C -1.0552 -2.1484 -3.7643
25 C -0.8889 -1.1830 -2.7682
26 H -6.2259 0.9688 2.6555
27 H -4.7790 2.9384 2.2421
28 H -2.9318 2.7964 0.6234
29 H -3.9232 -1.3027 -0.1397
30 H -5.7825 -1.1483 1.4564
31 H -4.3413 1.7732 -2.1994
32 H -4.8310 3.6338 -3.7115
33 H -3.0334 5.1912 -4.4023
34 H -0.7356 4.8768 -3.5234
35 H -0.2484 3.0269 -1.9924
36 H -4.1896 -0.4848 -2.3056
37 H -4.4263 -2.2117 -4.0181
38 H -2.4077 -3.2864 -4.9798
39 H -0.1716 -2.5996 -4.1986
40 C -1.2982 -3.2086 0.6325
41 C -1.6514 -2.1204 1.5811
42 N -1.1782 -0.8854 1.6000
43 C -1.7498 -0.2526 2.6967
44 C -2.5737 -1.1122 3.3295
45 N -2.5044 -2.2839 2.6062
46 H -1.2197 -2.8254 -0.3826
47 H -2.0567 -3.9909 0.6515
48 H -0.3369 -3.6462 0.9065
49 H -1.5307 0.7735 2.9396
50 H -3.1878 -1.0013 4.2046
51 H -2.9659 -3.1476 2.8326
52 S 2.5931 2.5831 -3.0376
53 C 1.6757 1.4430 -2.4813
54 N 0.9591 0.6034 -2.0180
55 F 0.7621 -1.4605 -0.8871
56 B 0.6126 -0.8700 -2.3263
57 F 1.5825 -1.4783 -3.0712
58 F 1.1291 0.3193 2.6985
59 Sb 1.8767 -1.3510 3.4698
60 F 1.6156 -1.8114 1.5937
61 F 0.2450 -2.2199 3.7335
62 F 2.7677 -2.9571 3.7543
63 F 1.6600 -0.5980 5.1536
64 F 3.5184 -0.5078 3.2529



Entry 6:
DFT (wB97M-V/def2-TZVPD) results for a molecular structure, C38H47IN7OS2SiSr at a distorted geometry.

Properties
E_tot	-91134.7293	eV
gap between HOMO and LUMO	6.05	eV
max |F|	1.9	eV/Å
net charge	-1

Element x y z (Å)
1 Sr -0.3573 0.6241 -0.0051
2 C -3.0694 4.3710 -3.7460
3 S -1.2708 4.5376 -3.5595
4 C -1.0359 4.0856 -1.8439
5 S -2.3076 3.9290 -0.7725
6 N 0.2217 4.0840 -1.5259
7 N 0.8059 3.3193 -0.6734
8 C 1.9386 3.6680 -0.1423
9 C 2.7422 2.7233 0.5590
10 C 4.0270 3.0998 1.0075
11 C 4.8349 2.1724 1.6203
12 C 4.3556 0.8748 1.7908
13 C 3.0700 0.5935 1.3479
14 N 2.2891 1.4731 0.7548
15 H -3.4732 5.3034 -4.1279
16 H -3.4746 4.1559 -2.7546
17 H -3.2814 3.5588 -4.4358
18 H 2.3447 4.6737 -0.2791
19 H 4.3674 4.1111 0.8441
20 H 5.8261 2.4465 1.9598
21 H 4.9685 0.1128 2.2529
22 H 2.6341 -0.3894 1.4692
23 N 0.7393 -1.5706 2.3568
24 C 0.8378 -1.0012 3.6939
25 C -0.3182 -0.0248 3.9057
26 C 0.0188 1.2194 4.7191
27 C 0.8315 2.2314 3.9107
28 N 0.1214 2.6028 2.7028
29 H -0.2236 -1.8426 2.1866
30 H 1.3078 -2.4076 2.2815
31 H 1.8046 -0.4906 3.7631
32 H 0.8058 -1.7746 4.4838
33 H -1.1336 -0.5590 4.3908
34 H -0.6766 0.3025 2.9331
35 H 0.5642 0.9500 5.6274
36 H -0.9191 1.6900 5.0265
37 H 1.7831 1.7839 3.6115
38 H 1.0632 3.0980 4.5586
39 H 0.6427 3.2870 2.1680
40 H -0.7837 3.0005 2.9324
41 C -3.7697 -0.6534 3.9426
42 Si -3.5345 -0.1243 2.0874
43 C -3.2064 1.7421 2.1874
44 C -5.2852 -0.3250 1.3260
45 N -2.3124 -0.8885 1.1809
46 C -2.2630 -2.2173 0.9898
47 C -3.0730 -3.1522 1.6746
48 C -2.9993 -4.5073 1.4560
49 C -2.0887 -5.0343 0.5514
50 C -1.2883 -4.1533 -0.1540
51 C -1.3766 -2.7878 0.0438
52 O -0.5691 -1.9672 -0.7465
53 C -0.6910 -2.2105 -2.0851
54 C 0.4543 -2.1404 -2.8714
55 C 0.3789 -2.3911 -4.2278
56 C -0.8343 -2.7028 -4.8167
57 C -1.9767 -2.7657 -4.0368
58 C -1.9095 -2.5356 -2.6759
59 H -3.5672 0.1788 4.6138
60 H -3.1146 -1.4744 4.2250
61 H -4.7882 -0.9828 4.1364
62 H -4.1412 2.2855 2.1212
63 H -2.5721 2.1115 1.3917
64 H -2.7536 2.0009 3.1370
65 H -6.0450 0.1312 1.9539
66 H -5.5506 -1.3701 1.1940
67 H -5.3274 0.1567 0.3545
68 H -3.8033 -2.7614 2.3630
69 H -3.6600 -5.1714 1.9998
70 H -2.0192 -6.0990 0.3760
71 H -0.5947 -4.5185 -0.9021
72 H 1.3853 -1.8769 -2.3944
73 H 1.2756 -2.3435 -4.8273
74 H -0.8902 -2.8897 -5.8788
75 H -2.9296 -2.9983 -4.4916
76 H -2.7959 -2.6063 -2.0615
77 C 0.3866 1.0991 -5.3463
78 C -0.8824 0.9145 -4.8333
79 C -1.0762 0.7982 -3.4649
80 C -0.0269 0.8589 -2.5446
81 C 1.2393 1.0589 -3.1053
82 C 1.4537 1.1697 -4.4705
83 H 0.5410 1.1945 -6.4130
84 H -1.7293 0.8581 -5.5057
85 H -2.0908 0.6561 -3.1051
86 H 2.0922 1.1406 -2.4422
87 H 2.4571 1.3171 -4.8573
88 I 7.2535 0.4849 -1.5703
89 C 5.6358 -0.8110 -1.1674
90 C 5.8784 -2.1171 -0.7819
91 C 4.7859 -2.9295 -0.5213
92 C 3.5166 -2.3919 -0.6664
93 N 3.3021 -1.1468 -1.0523
94 C 4.3321 -0.3621 -1.2947
95 H 6.8865 -2.4935 -0.6895
96 H 4.9290 -3.9561 -0.2224
97 H 2.6262 -2.9723 -0.4718
98 H 4.1052 0.6491 -1.6026



Entry 7:
DFT (wB97M-V/def2-TZVPD) results for C4H6O2 in the gas phase.

Properties
E_tot	-8338.6405	eV
SMILES	C[C@@]1(C=O)CO1
gap between HOMO and LUMO	10.94	eV
max |F|	0.6	eV/Å

Element x y z (Å)
1 C 0.3770 1.0915 -0.8748
2 C 0.0595 0.0213 0.1433
3 C -1.2772 0.0891 0.8240
4 O -2.2360 0.6611 0.3657
5 C 0.6100 -1.3509 0.1341
6 O 1.1219 -0.3710 1.0075
7 H 1.0446 1.8246 -0.4120
8 H 0.8696 0.6993 -1.7676
9 H -0.5433 1.6012 -1.1716
10 H -1.3243 -0.4905 1.7714
11 H 0.0786 -2.1619 0.6372
12 H 1.2327 -1.6546 -0.7052



Entry 8:
DFT (wB97M-V/def2-TZVPD) results for C2HClF2O in the gas phase at a distorted geometry.

Properties
E_tot	-22093.7876	eV
SMILES	O=C(Cl)C(F)F
gap between HOMO and LUMO	11.23	eV
max |F|	3.2	eV/Å

Element x y z (Å)
1 O -1.1417 -1.4028 1.0565
2 C -0.8489 -0.4502 0.4332
3 Cl -1.9503 0.8937 0.1451
4 C 0.7919 0.0686 -0.2643
5 F 1.0172 -0.5725 -1.4611
6 F 0.5910 1.3925 -0.4557
7 H 1.5409 0.0708 0.5464



Q: Which of these has the highest E_tot?
A: C4H6O2



Q: max |F| of number 2 (C19H54B3Cl4O2PRb2V)?
A: 3.2 eV/Å



Q: Number 8 is which compound?
A: C2HClF2O